w | Density functional theory data (ωB97M-V/def2-TZVPD) for a 11-piece molecular cluster, C6H35NO11 overall.

The SMILES is CN(C)CCCCO.O.O.O.O.O.O.O.O.O.O. Its multiplicity is 1. For the HOMO-LUMO gap, the calculation gives 0.3512 hartree. Its LUMO energy is 0.256 eV.

Last column: Löwdin charge in e.
CARTESIAN COORDINATES (ANGSTROEM)
C1 0.100 0.080 3.285  -0.103
N1 -0.575 -0.715 2.233  -0.276
C2 -2.007 -0.832 2.498  -0.087
C3 -0.228 -0.153 0.904  -0.199
C4 1.133 -0.550 0.282  -0.159
C5 1.308 -2.038 0.003  -0.170
C6 0.233 -2.632 -0.892  -0.239
O1 0.331 -2.426 -2.298  -0.102
H1 -0.462 0.956 3.661  0.085
H2 -0.046 -0.487 4.254  0.095
H3 1.159 0.286 3.115  0.073
H4 -2.140 -0.870 3.582  0.090
H5 -2.456 -1.705 2.022  0.091
H6 -2.564 0.035 2.110  0.075
H7 -0.510 0.933 0.798  0.140
H8 -0.993 -0.643 0.334  0.056
H9 1.923 -0.170 0.914  0.098
H10 1.178 0.067 -0.629  0.110
H11 2.283 -2.171 -0.481  0.125
H12 1.417 -2.508 0.978  0.071
H13 -0.733 -2.222 -0.597  0.095
H14 0.260 -3.735 -0.745  0.138
H15 1.273 -2.334 -2.518  0.118
O2 -0.423 0.015 -3.417  -0.053
H16 0.467 0.229 -3.732  0.054
H17 -0.295 -0.784 -2.857  0.025
O3 -0.944 2.485 -2.442  -0.071
H18 -1.556 2.345 -1.706  0.057
H19 -0.849 1.582 -2.870  0.028
O4 -1.381 4.689 0.760  -0.088
H20 -0.760 5.093 1.383  0.030
H21 -0.718 4.358 0.124  0.000
O5 1.406 3.760 -2.412  -0.080
H22 0.477 3.382 -2.536  0.042
H23 1.417 4.582 -2.912  0.084
O6 2.406 -1.663 3.422  -0.067
H24 2.323 -2.573 3.746  0.050
H25 1.888 -1.840 2.611  -0.005
O7 1.513 4.235 0.171  -0.084
H26 1.488 3.965 -0.784  -0.015
H27 1.679 3.416 0.642  0.029
O8 -3.081 -0.281 -0.468  -0.049
H28 -3.337 0.141 0.358  0.025
H29 -3.741 -0.936 -0.712  0.049
O9 -0.017 -3.533 2.134  -0.065
H30 -0.354 -3.847 2.974  0.047
H31 -0.191 -2.587 2.013  -0.012
O10 2.853 1.436 -3.242  -0.075
H32 3.763 1.423 -2.916  0.039
H33 2.452 2.218 -2.822  -0.008
O11 -2.409 -2.717 -2.269  -0.056
H34 -1.569 -2.998 -2.667  0.029
H35 -2.393 -1.760 -2.384  0.017

---

x | Density functional theory data (ωB97M-V/def2-TZVPD) for a 11-piece molecular cluster, C6H35NO11 overall.

The SMILES is CC(C)CNCCO.O.O.O.O.O.O.O.O.O.O. Its multiplicity is 1. For the HOMO-LUMO gap, the calculation gives 0.3212 hartree. Its LUMO energy is 0.310 eV.

Last column: Löwdin charge in e.
CARTESIAN COORDINATES (ANGSTROEM)
C1 2.208 -2.509 -2.210  -0.052
C2 1.721 -2.321 -0.665  -0.377
C3 3.006 -2.677 0.033  -0.096
C4 1.206 -0.941 -0.513  -0.207
N1 0.127 -0.938 0.510  -0.062
C5 -1.152 -1.281 -0.111  -0.163
C6 -1.634 -2.750 0.345  -0.228
O1 -2.572 -2.476 1.377  -0.096
H1 2.745 -1.634 -2.503  0.059
H2 1.199 -2.456 -2.623  0.062
H3 2.625 -3.496 -2.440  0.076
H4 0.958 -3.089 -0.530  0.122
H5 2.791 -2.822 1.091  0.062
H6 3.750 -1.903 0.129  0.058
H7 3.523 -3.600 -0.239  0.082
H8 1.933 -0.217 -0.166  0.094
H9 0.832 -0.555 -1.474  0.125
H10 0.435 -1.415 1.331  0.083
H11 -1.952 -0.577 0.168  0.087
H12 -1.201 -1.300 -1.221  0.112
H13 -0.918 -3.541 0.581  0.101
H14 -2.282 -3.094 -0.500  0.095
H15 -3.225 -3.181 1.374  0.084
O2 2.670 2.515 -1.199  -0.063
H16 3.448 1.960 -1.339  0.028
H17 2.114 1.944 -0.650  0.014
O3 1.099 1.587 1.136  -0.081
H18 0.637 2.369 1.468  0.017
H19 0.498 0.832 1.302  0.026
O4 5.112 0.301 -1.351  -0.061
H20 5.169 -0.665 -1.229  0.036
H21 5.470 0.501 -0.471  0.053
O5 -4.814 0.345 0.396  -0.053
H22 -4.530 -0.406 0.911  0.038
H23 -4.601 1.233 0.686  0.031
O6 -0.941 3.655 3.066  -0.046
H24 -1.095 4.346 2.418  0.028
H25 -1.740 3.128 3.160  0.043
O7 -0.857 3.813 -0.384  -0.067
H26 -0.732 3.793 -1.362  0.059
H27 -0.008 4.175 -0.100  0.057
O8 -2.756 1.948 -0.043  -0.081
H28 -2.040 2.614 -0.142  -0.006
H29 -3.348 1.779 -0.777  0.031
O9 0.778 -2.693 3.365  -0.048
H30 0.208 -3.164 3.980  0.044
H31 1.631 -2.429 3.706  0.035
O10 -3.936 -1.724 -1.397  -0.056
H32 -3.968 -0.910 -0.872  -0.008
H33 -3.390 -1.403 -2.125  0.044
O11 1.051 3.762 -2.675  -0.089
H34 1.901 3.803 -2.188  0.019
H35 1.252 3.111 -3.355  0.039

---

Unit: kcal/mol. Relative energies: w 0.0; x 29.8.

---

w | Density functional theory data (ωB97M-V/def2-TZVPD) for a 13-piece molecular cluster, C19H44B2NO26 overall.

Its multiplicity is 1. For the HOMO-LUMO gap, the calculation gives 0.3322 hartree. Its LUMO energy is 1.093 eV. Its total charge is -1.

Last column: Löwdin charge in e.
CARTESIAN COORDINATES (ANGSTROEM)
C1 -14.726 3.889 37.129  -0.108
C2 -13.922 2.614 37.422  -0.141
C3 -14.350 1.414 36.355  -0.122
C4 -13.453 0.304 36.588  -0.103
N1 -13.856 -1.057 36.008  -0.158
C5 -14.117 -1.128 34.532  -0.164
C6 -15.475 -0.705 34.252  -0.174
C7 -16.254 -1.074 35.554  -0.107
C8 -15.162 -1.619 36.506  -0.077
C9 -12.703 -1.974 36.183  -0.149
C10 -12.232 -2.513 37.542  -0.240
C11 -11.083 -3.516 37.596  -0.092
H1 -14.183 4.698 37.528  0.053
H2 -15.602 3.849 37.698  0.025
H3 -15.240 4.158 36.174  0.098
H4 -13.936 2.417 38.479  0.103
H5 -12.939 2.876 37.186  0.076
H6 -14.239 1.970 35.267  0.189
H7 -15.207 1.083 36.445  -0.014
H8 -13.261 -0.020 37.608  0.148
H9 -12.694 0.804 36.189  0.095
H10 -14.067 -2.177 34.087  0.161
H11 -13.509 -0.433 33.997  0.134
H12 -15.768 -1.450 33.501  0.118
H13 -15.558 0.245 33.766  0.109
H14 -16.953 -1.836 35.283  0.100
H15 -16.969 -0.207 36.112  0.168
H16 -15.152 -2.783 36.445  0.174
H17 -15.468 -1.484 37.586  0.142
H18 -11.689 -1.702 35.963  0.130
H19 -12.895 -2.934 35.563  0.155
H20 -12.968 -2.870 38.330  0.125
H21 -11.676 -1.656 37.828  0.080
H22 -10.151 -3.002 37.319  0.079
H23 -11.197 -4.529 37.203  0.071
H24 -11.044 -3.937 38.687  0.109
O1 -16.527 -3.420 39.205  0.129
C12 -15.563 -3.541 39.977  -0.377
O2 -14.818 -2.617 40.385  0.297
B1 -13.776 -3.181 41.238  -0.706
O3 -14.101 -4.655 41.342  0.267
C13 -15.149 -4.758 40.654  -0.319
O4 -15.681 -5.925 40.579  0.042
O5 -13.682 -2.473 42.568  0.280
C14 -12.482 -2.020 42.623  -0.455
O6 -12.196 -1.207 43.450  0.172
C15 -11.689 -2.411 41.495  -0.438
O7 -12.376 -3.031 40.660  0.259
O8 -10.496 -2.137 41.397  0.122
O9 -14.918 1.320 43.121  0.146
C16 -15.248 1.117 41.955  -0.388
O10 -16.502 1.219 41.578  0.249
B2 -16.410 0.855 40.112  -0.778
O11 -15.071 0.228 39.886  0.202
C17 -14.393 0.338 41.021  -0.398
O12 -13.204 0.386 41.072  0.204
O13 -16.611 2.005 39.181  0.263
C18 -17.489 1.613 38.356  -0.393
O14 -17.579 2.237 37.236  0.069
C19 -18.022 0.359 38.702  -0.553
O15 -17.479 -0.058 39.697  0.319
O16 -18.541 -0.338 37.887  0.159
O17 -12.302 0.180 46.026  -0.084
H25 -12.460 -0.401 45.284  -0.016
H26 -12.349 1.157 45.938  0.053
O18 -17.061 -5.650 37.640  -0.063
H27 -17.555 -6.204 38.174  -0.017
H28 -17.369 -4.818 38.148  0.033
O19 -16.842 -7.917 42.145  -0.074
H29 -16.605 -7.037 41.605  0.068
H30 -17.570 -8.301 41.814  -0.059
O20 -19.526 -3.656 37.917  -0.068
H31 -20.352 -3.064 38.039  0.097
H32 -18.722 -3.292 38.170  -0.054
O21 -12.621 -7.118 41.356  -0.062
H33 -13.173 -6.348 41.435  -0.017
H34 -13.187 -7.930 41.371  0.055
O22 -9.662 -2.669 44.302  -0.011
H35 -10.416 -2.075 44.505  0.041
H36 -9.928 -3.350 43.802  -0.045
O23 -9.635 0.153 43.972  -0.047
H37 -9.332 -0.655 43.488  0.038
H38 -8.870 0.500 44.354  -0.005
O24 -8.194 -4.250 41.312  -0.085
H39 -8.617 -5.137 41.287  0.052
H40 -8.753 -3.452 41.302  0.006
O25 -15.498 -8.097 38.823  -0.110
H41 -15.578 -7.312 39.247  -0.122
H42 -14.496 -8.443 39.309  0.174
O26 -9.325 -0.459 39.414  0.087
H43 -9.653 -1.231 39.744  -0.041
H44 -8.823 -0.766 38.829  -0.092

---

x | Density functional theory data (ωB97M-V/def2-TZVPD) for C19H44B2NO26 as an isolated structure.

Its multiplicity is 1. For the HOMO-LUMO gap, the calculation gives 0.3162 hartree. Its LUMO energy is 0.843 eV. Its total charge is -1.

Last column: Löwdin charge in e.
CARTESIAN COORDINATES (ANGSTROEM)
C1 1.667 -3.743 1.626  -0.094
C2 0.384 -3.056 1.500  -0.233
C3 -0.298 -3.073 0.087  -0.131
C4 -1.686 -2.445 0.079  -0.056
N1 -2.235 -2.067 -1.310  -0.164
C5 -2.477 -3.210 -2.208  -0.205
C6 -1.304 -3.445 -2.995  -0.190
C7 -0.532 -2.128 -3.075  -0.090
C8 -1.450 -1.147 -2.229  -0.014
C9 -3.730 -1.615 -0.923  -0.076
C10 -3.865 -0.173 -0.294  -0.140
C11 -5.422 0.153 -0.015  -0.024
H1 1.956 -3.951 2.724  0.128
H2 2.435 -3.166 1.266  0.010
H3 1.608 -4.580 0.904  0.091
H4 0.631 -2.028 1.831  0.124
H5 -0.248 -3.436 2.163  0.062
H6 -0.093 -4.053 -0.271  0.108
H7 0.314 -2.575 -0.562  0.053
H8 -1.712 -1.476 0.403  0.083
H9 -2.345 -3.100 0.819  0.194
H10 -3.420 -3.094 -2.771  0.142
H11 -2.521 -4.082 -1.532  0.146
H12 -1.708 -3.964 -3.999  0.163
H13 -0.629 -4.383 -2.697  0.153
H14 -0.588 -1.621 -4.044  0.126
H15 0.400 -2.306 -2.609  0.067
H16 -2.131 -0.755 -2.932  0.132
H17 -1.000 -0.451 -1.589  0.112
H18 -4.229 -2.359 -0.354  0.116
H19 -4.339 -1.551 -1.783  0.100
H20 -3.240 0.396 -0.820  0.054
H21 -3.386 -0.328 0.571  0.054
H22 -5.909 -0.389 0.788  0.070
H23 -5.941 0.246 -0.836  -0.023
H24 -5.566 1.413 0.233  0.165
O1 -0.764 2.252 -2.745  0.151
C12 -1.300 2.903 -1.873  -0.470
O2 -1.221 2.506 -0.652  0.225
B1 -2.221 3.372 0.189  -0.800
O3 -2.690 4.305 -0.840  0.305
C13 -2.145 3.951 -1.913  -0.460
O4 -2.404 4.669 -2.911  0.127
O5 -1.421 3.991 1.279  0.251
C14 -2.017 3.738 2.411  -0.458
O6 -1.598 3.974 3.489  0.199
C15 -3.201 2.965 2.044  -0.476
O7 -3.276 2.683 0.834  0.292
O8 -3.918 2.459 2.873  0.148
O9 1.892 2.522 3.112  0.097
C16 1.727 1.766 2.110  -0.370
O10 2.608 1.564 1.262  0.272
B2 1.950 0.526 0.275  -0.718
O11 0.558 0.568 0.666  0.299
C17 0.386 1.260 1.674  -0.432
O12 -0.536 1.167 2.416  0.173
O13 2.526 -0.784 0.296  0.298
C18 2.664 -1.200 -0.839  -0.538
O14 2.781 -2.339 -1.075  0.207
C19 2.499 -0.144 -1.731  -0.316
O15 2.125 0.947 -1.170  0.238
O16 2.149 -0.321 -2.938  0.107
O17 2.308 -4.849 -2.209  -0.029
H25 2.046 -3.905 -2.283  0.024
H26 3.168 -4.769 -1.985  -0.035
O18 -1.458 -0.239 4.604  -0.170
H27 -1.088 0.384 3.877  0.017
H28 -2.506 -0.109 4.618  0.094
O19 1.101 1.689 -5.390  -0.140
H29 2.028 1.410 -5.071  0.052
H30 0.647 1.875 -4.488  0.039
O20 3.313 0.430 5.841  -0.020
H31 2.772 0.980 5.412  -0.093
H32 2.763 -0.358 6.046  0.059
O21 1.749 5.833 1.988  -0.035
H33 2.459 5.815 1.296  0.059
H34 1.695 5.034 2.414  -0.045
O22 2.012 -1.515 -5.296  -0.121
H35 2.160 -1.084 -4.417  -0.020
H36 1.394 -1.067 -5.929  0.046
O23 1.513 2.657 5.783  -0.024
H37 1.475 2.621 4.841  -0.032
H38 0.808 2.146 6.108  0.017
O24 2.773 2.847 -2.885  -0.060
H39 2.224 2.539 -2.107  0.042
H40 3.256 3.502 -2.373  0.035
O25 4.947 3.717 1.564  -0.016
H41 4.514 2.876 1.659  0.006
H42 5.333 3.959 2.359  -0.001
O26 4.705 -1.441 1.898  0.094
H43 5.367 -1.380 1.329  -0.024
H44 4.000 -1.364 1.396  -0.080

---

Unit: kcal/mol. Relative energies: w 27.3; x 0.0.